(1)
Formula: C9H14
Source: the Open Molecules 2025 dataset
Level of theory: the ωB97M-V functional and the def2-TZVPD basis

Structure (XYZ):
```
23
Properties=species:S:1:pos:R:3
C -1.121 1.137 1.952
C -1.545 1.865 -0.388
C -1.198 0.828 0.492
C -1.231 1.807 -1.742
C -0.397 0.814 -2.232
C -0.700 -0.311 -0.120
C -0.251 -0.309 -1.433
H -1.958 2.804 -0.062
H -1.532 2.628 -2.385
H -2.013 1.587 2.388
H -0.267 1.787 2.120
H -0.028 0.848 -3.250
H -0.667 -1.256 0.405
H 0.053 -1.278 -1.809
H -0.920 0.267 2.575
C 2.310 -2.585 1.834
C 2.797 -2.099 0.500
H 1.410 -3.197 1.815
H 3.019 -3.282 2.275
H 2.215 -1.806 2.588
H 3.824 -1.721 0.579
H 2.311 -1.257 0.019
H 2.824 -2.838 -0.297
```

Summary:
- energy relative to the best compared isomer or geometry (same formula, charge and spin) (kJ/mol) = 70.0
- calculated total energy (eV) = -9559.4556
- HOMO (eV) = -8.95
- max |F| (eV/Å) = 1.6
- SMILES = Cc1ccccc1.CC
- lowest unoccupied orbital energy (eV) = 1.0241

(2)
Formula: C9H22F6NO9S2V2
Source: the Open Molecules 2025 dataset
Level of theory: the ωB97M-V functional and the def2-TZVPD basis

Structure (XYZ):
```
51
Properties=species:S:1:pos:R:3
V -1.432 -0.020 2.011
V -0.577 2.184 -0.148
C -3.760 1.673 0.189
O -2.471 1.446 0.733
H -4.487 1.978 0.942
H -3.673 2.465 -0.563
H -4.143 0.791 -0.331
C 0.931 -3.205 0.739
F 0.143 -3.416 -0.303
F 1.766 -4.188 0.899
F 1.611 -2.067 0.493
S -0.031 -2.964 2.337
O -0.184 -4.259 2.910
O 0.752 -2.036 3.123
N -1.481 -2.113 1.916
S -2.554 -3.289 1.730
O -2.107 -4.309 0.826
O -3.150 -3.719 2.960
C -4.002 -2.460 0.840
F -3.640 -1.963 -0.339
F -4.887 -3.401 0.667
F -4.524 -1.489 1.579
O 0.001 0.281 0.501
H 0.278 -0.585 0.201
C -1.206 -1.015 -2.412
C -1.903 0.297 -2.732
O -1.183 1.411 -2.120
H -0.132 -0.886 -2.269
H -1.374 -1.783 -3.160
H -1.554 -1.332 -1.424
H -2.955 0.309 -2.457
H -1.831 0.478 -3.807
H -1.139 2.114 -2.777
C 2.428 3.514 -2.835
C 2.308 3.544 -1.315
O 1.538 2.406 -0.897
H 2.926 2.590 -3.135
H 3.000 4.312 -3.306
H 1.423 3.538 -3.263
H 1.752 4.423 -0.987
H 3.295 3.549 -0.855
H 2.085 1.662 -0.579
C 4.382 1.208 2.346
C 3.665 0.029 1.683
O 2.969 0.520 0.528
H 5.041 0.957 3.177
H 3.650 1.931 2.711
H 5.021 1.670 1.589
H 2.935 -0.376 2.382
H 4.439 -0.683 1.402
H 2.042 0.276 0.598
```

Summary:
- energy relative to the best compared isomer or geometry (same formula, charge and spin) (kJ/mol) = 157.1
- calculated total energy (eV) = -118949.9154
- spin multiplicity = 7
- HOMO (spin up / spin down) (eV) = -12.75 / -13.29
- max |F| (eV/Å) = 3.8
- net charge = +1
- lowest unoccupied orbital energy (spin up / spin down) (eV) = -4.4443 / -4.5715

(3)
Formula: C10H21N2
Source: the Open Molecules 2025 dataset
Level of theory: the ωB97M-V functional and the def2-TZVPD basis

Structure (XYZ):
```
33
Properties=species:S:1:pos:R:3
C -0.783 0.115 -0.629
C -1.659 1.243 -2.398
C -2.791 0.588 -1.524
C 0.973 0.481 3.294
C 1.689 -1.851 -0.628
C -0.519 -1.633 1.424
C 0.809 1.281 -2.067
C 0.470 0.818 1.903
C 1.671 -0.794 0.446
C 0.283 -0.469 1.048
N -0.433 0.831 -1.639
N -2.085 -0.160 -0.522
H -1.689 0.727 -3.478
H -1.737 2.267 -2.372
H -3.422 1.413 -1.265
H -3.324 -0.079 -2.325
H 0.223 -0.149 3.717
H 1.871 0.000 3.204
H 1.234 1.438 3.687
H 2.546 -1.934 -1.301
H 1.506 -2.784 -0.141
H 0.955 -1.593 -1.322
H -1.603 -1.353 1.571
H -0.256 -2.306 0.626
H -0.028 -1.850 2.418
H 0.862 1.318 -3.047
H 1.106 2.360 -1.728
H 1.577 0.721 -1.648
H 1.046 1.443 1.326
H -0.478 1.257 1.793
H 2.306 -1.193 1.158
H 2.218 -0.031 0.034
H -2.539 -0.119 0.381
```

Summary:
- energy relative to the best compared isomer or geometry (same formula, charge and spin) (kJ/mol) = 266.4
- calculated total energy (eV) = -13680.9815
- HOMO (eV) = -13.67
- max |F| (eV/Å) = 5.6
- net charge = +1
- lowest unoccupied orbital energy (eV) = -2.5863

(4)
Formula: C43H109F2N6O23S2
Source: the Open Molecules 2025 dataset
Level of theory: the ωB97M-V functional and the def2-TZVPD basis

Structure (XYZ):
```
185
Properties=species:S:1:pos:R:3
N 1.019 1.524 0.628
S 0.592 0.152 1.122
O 0.672 -0.952 0.210
O -0.461 0.102 2.127
F 1.910 -0.056 1.972
S -0.258 1.656 -0.500
O -1.626 1.716 -0.050
O -0.049 1.033 -1.760
F 0.001 3.190 -0.927
C 9.201 -6.597 3.191
O 8.810 -5.862 2.061
C 8.286 -6.589 0.905
C 7.721 -5.685 -0.156
N 6.564 -4.924 0.348
C 6.136 -3.965 -0.685
C 4.889 -3.174 -0.284
O 5.216 -1.959 0.460
C 4.061 -1.228 0.738
H 9.823 -6.032 3.886
H 9.829 -7.464 2.986
H 8.303 -6.942 3.703
H 7.519 -7.333 1.116
H 9.144 -7.158 0.545
H 7.437 -6.339 -0.980
H 8.483 -4.964 -0.453
H 7.016 -4.545 1.168
H 6.081 -4.427 -1.671
H 6.802 -3.107 -0.777
H 4.342 -3.908 0.307
H 4.346 -3.009 -1.215
H 3.426 -1.025 -0.124
H 4.452 -0.314 1.184
H 3.332 -1.811 1.301
C -5.548 -2.970 7.924
O -4.795 -3.833 6.981
C -3.452 -3.410 6.904
C -2.776 -3.846 5.630
N -2.873 -2.779 4.618
C -2.091 -3.196 3.405
C -2.510 -2.322 2.179
O -3.815 -2.804 1.852
C -4.488 -2.121 0.779
H -5.202 -3.020 8.956
H -6.566 -3.339 8.049
H -5.593 -1.955 7.529
H -2.925 -3.869 7.740
H -3.266 -2.344 7.030
H -3.088 -4.796 5.196
H -1.752 -4.036 5.951
H -3.838 -2.645 4.354
H -2.296 -4.260 3.291
H -1.035 -3.122 3.665
H -1.850 -2.591 1.354
H -2.548 -1.257 2.406
H -4.030 -2.420 -0.163
H -4.365 -1.070 1.042
H -5.567 -2.266 0.846
C 0.848 12.124 1.181
O -0.342 11.544 0.515
C -1.155 10.778 1.470
C -2.492 10.264 0.884
N -2.270 9.252 -0.166
C -1.962 7.881 0.297
C -1.117 7.110 -0.749
O 0.058 7.808 -1.100
C 1.056 7.009 -1.737
H 1.701 11.449 1.119
H 0.648 12.472 2.195
H 1.155 12.993 0.598
H -1.448 11.361 2.343
H -0.582 9.910 1.797
H -3.102 11.096 0.531
H -3.017 9.878 1.758
H -1.539 9.594 -0.773
H -2.899 7.456 0.656
H -1.333 7.985 1.182
H -1.692 6.980 -1.667
H -0.897 6.108 -0.380
H 0.919 5.950 -1.517
H 2.103 7.254 -1.558
H 0.962 7.097 -2.819
C -0.896 3.933 -4.084
O -1.977 3.783 -4.940
C -1.670 2.786 -5.940
C -3.038 2.606 -6.617
N -3.912 1.858 -5.670
C -5.118 1.486 -6.398
C -4.929 0.677 -7.726
O -4.352 -0.554 -7.305
C -3.757 -1.284 -8.318
H -0.008 4.173 -4.670
H -0.820 3.002 -3.523
H -1.029 4.751 -3.375
H -1.300 1.799 -5.661
H -0.983 3.134 -6.711
H -2.832 2.095 -7.558
H -3.450 3.595 -6.815
H -4.199 2.534 -4.976
H -5.562 2.449 -6.650
H -5.728 0.956 -5.667
H -4.418 1.257 -8.494
H -5.925 0.537 -8.146
H -2.801 -0.815 -8.549
H -4.316 -1.465 -9.236
H -3.443 -2.284 -8.019
C -1.929 -6.396 -0.793
C -0.889 -5.306 -1.155
C -0.355 -4.656 0.151
C 0.759 -5.398 0.901
C 1.892 -5.804 -0.054
C 1.379 -6.481 -1.352
N 0.322 -5.712 -1.990
O -0.075 -6.245 -3.288
C 2.563 -6.416 -2.444
C 0.960 -7.959 -1.010
C -1.567 -4.180 -1.832
H -2.297 -7.021 -1.606
H -2.793 -5.966 -0.287
H -1.537 -7.056 -0.020
H 0.105 -3.686 -0.039
H -1.156 -4.619 0.889
H 0.338 -6.259 1.420
H 1.083 -4.834 1.775
H 2.575 -6.562 0.329
H 2.528 -4.966 -0.339
H 2.650 -5.399 -2.828
H 3.546 -6.571 -1.998
H 2.498 -7.171 -3.227
H 0.690 -8.017 0.045
H 0.085 -8.229 -1.602
H 1.777 -8.669 -1.137
H -1.985 -4.472 -2.795
H -0.884 -3.421 -2.213
H -2.338 -3.685 -1.241
H -0.339 -7.155 -3.135
C 0.019 4.524 2.347
C 1.253 4.992 1.462
O 2.426 5.028 2.279
O 0.173 3.140 2.614
H -0.901 4.781 1.821
H -0.037 5.054 3.298
H 1.105 6.030 1.162
H 1.423 4.370 0.583
H 2.771 4.133 2.306
H 0.419 2.730 1.782
C 1.628 -2.241 -2.803
C 2.269 -1.181 -3.770
O 3.185 -1.702 -4.737
O 1.181 -3.354 -3.522
H 0.740 -1.924 -2.256
H 2.414 -2.594 -2.135
H 2.595 -0.346 -3.150
H 1.504 -0.814 -4.454
H 2.711 -2.381 -5.223
H 0.858 -4.082 -2.985
C -4.355 2.398 1.692
C -3.769 3.405 2.735
O -4.031 4.801 2.455
O -5.779 2.220 1.892
H -3.769 1.484 1.792
H -4.190 2.714 0.662
H -2.685 3.294 2.737
H -4.036 3.252 3.780
H -4.983 4.861 2.341
H -6.098 1.930 1.034
C 4.065 3.076 0.181
C 4.113 2.016 -0.950
O 2.848 1.738 -1.581
O 3.355 2.540 1.303
H 3.680 4.004 -0.242
H 5.092 3.328 0.445
H 4.720 1.143 -0.707
H 4.729 2.324 -1.795
H 2.280 1.524 -0.838
H 2.482 2.194 1.102
C -1.779 1.402 5.001
C -0.835 0.283 5.433
O -1.491 -0.870 6.003
O -1.116 2.661 4.875
H -2.568 1.486 5.749
H -2.404 1.155 4.143
H -0.041 0.627 6.096
H -0.161 -0.102 4.668
H -1.835 -1.451 5.321
H -0.673 2.619 4.024
```

Summary:
- calculated total energy (eV) = -129486.2652
- HOMO (eV) = -6.70
- max |F| (eV/Å) = 8.5
- net charge = -1
- lowest unoccupied orbital energy (eV) = 1.9898